(1)
Below is a single C2H4N2O3S molecule, with properties calculated with ωB97M-V with the def2-TZVPD basis set.

```
12
C2H4N2O3S (ωB97M-V with the def2-TZVPD basis set)
O 0.38441 0.70288 1.82085
C -0.37243 0.32434 0.82274
N -1.59328 -0.04837 0.87290
O -2.32030 0.06635 1.99889
C 0.37064 -0.04940 -0.43653
S -0.24709 -1.00230 -1.63273
N 1.58064 0.55682 -0.36420
O 2.42033 0.49700 -1.45535
H -2.12705 -0.26205 0.04964
H -1.51896 0.06382 2.88663
H 1.92184 1.13068 0.37464
H 1.90124 -0.23414 -1.98053
```

Its energy above the lowest of the compared OMol25 structures with the same formula, charge and spin is 96.5 kcal per mole. The SMILES is O=C(NO)C(=S)NO. Its net charge is 0. As for the lowest unoccupied orbital energy: -0.011 hartree. The value obtained for the orbital gap is 8.901 eV. For the electronic energy, the calculation gives -811.89007 hartree.

(2)
Below is 6 unconnected molecules or ions with the total composition C24H48O6, with properties calculated with ωB97M-V with the def2-TZVPD basis set.

```
78
C24H48O6 (ωB97M-V with the def2-TZVPD basis set)
C 39.73500 5.16300 36.82600
C 41.06800 4.77600 36.29700
C 40.81100 4.17500 34.93000
O 39.56500 4.73600 34.65400
C 38.78200 4.69800 35.84700
H 39.49900 6.21000 36.91800
H 39.60200 4.71200 37.65700
H 41.80100 4.14900 36.91700
H 41.44000 5.75600 36.07800
H 40.76200 3.19700 35.28500
H 41.60100 4.24700 34.20500
H 38.57000 3.64500 36.06900
H 37.95400 5.39600 35.47400
C 42.49400 13.42500 39.27200
C 42.77100 14.13100 37.98600
C 41.83200 15.29600 38.00400
O 41.65000 15.58500 39.39400
C 41.60500 14.30300 40.08200
H 43.26700 13.04900 39.93000
H 41.75900 12.53400 39.10300
H 42.74700 13.51300 37.03600
H 43.91600 14.58000 38.11700
H 40.93500 15.15400 37.36500
H 42.10000 16.17900 37.48200
H 40.57300 13.83500 40.21800
H 42.02400 14.75300 41.05200
C 40.66200 10.16800 36.03600
C 41.35800 8.83900 36.02800
C 42.87800 9.20900 36.08800
O 42.79500 10.26800 37.04300
C 41.73000 11.07200 36.73400
H 39.89700 10.06100 36.65700
H 40.48000 10.61200 35.14400
H 41.14000 8.38300 35.00600
H 41.21100 8.18700 36.93600
H 43.43300 9.44100 34.99400
H 43.60100 8.41200 36.14700
H 41.93700 11.93200 36.14700
H 41.38200 11.52900 37.55700
C 41.20000 8.95500 41.58500
C 40.81600 9.94000 42.65600
C 40.91900 11.27800 41.85300
O 40.30700 10.97400 40.57900
C 40.83500 9.61400 40.21200
H 40.48000 8.02700 41.62900
H 42.09300 8.73100 41.67800
H 41.67200 9.78400 43.38500
H 39.87700 10.08200 43.17300
H 41.97000 11.64600 41.73900
H 40.57800 12.16000 42.35600
H 41.63800 9.48800 39.61700
H 40.09600 9.16800 39.67800
C 42.11200 8.41900 32.06100
C 43.55400 8.67300 32.20000
C 44.17500 7.59600 32.88300
O 43.07600 7.17200 33.54100
C 41.97300 7.10200 32.72000
H 41.60200 8.28700 31.03600
H 41.45200 9.10200 32.71400
H 43.89400 9.59100 32.57400
H 43.95200 8.78300 31.26100
H 44.90000 8.05100 33.30600
H 44.95700 6.86600 32.31300
H 41.18700 7.15900 33.32900
H 42.03500 6.17400 32.22100
C 45.00200 11.01600 38.27000
C 45.17700 9.60000 38.68900
C 46.13700 8.96600 37.59200
O 46.56100 10.27600 36.94300
C 45.49500 11.13500 36.79600
H 45.72500 11.78900 38.50700
H 43.88800 11.21800 38.39200
H 44.23500 8.93900 38.82800
H 45.51700 9.53400 39.67200
H 45.66000 8.33000 36.95200
H 47.05300 8.61100 37.80300
H 44.56600 10.94400 36.07500
H 45.91600 12.17300 36.53500
```

Its energy above the lowest of the compared OMol25 structures with the same formula, charge and spin is 305.6 kcal per mole. The SMILES is C1CCOC1.C1CCOC1.C1CCOC1.C1CCOC1.C1CCOC1.C1CCOC1. Its net charge is 0. As for the lowest unoccupied orbital energy: 0.022 hartree. The value obtained for the orbital gap is 9.690 eV. For the electronic energy, the calculation gives -1394.15599 hartree.

Number 1: E_HOMO -9.21 eV. Number 2: E_HOMO -9.09 eV.